Record 1
A structure of composition C2H2BiO2 in a non-equilibrium geometry. Source: OMol25; level of theory: ωB97M-V/def2-TZVPD.

Calculated values
⟨S²⟩: 0.78
2S+1: 2
Charge: +2
E_tot in hartree: -441.44388
Highest occupied orbital energy (alpha / beta) in eV: -19.652 / -19.638
HOMO-LUMO gap (alpha / beta) in eV: 6.2828 / 5.2669
ΔE to the lowest compared entry with this formula, charge and spin in kcal per mole: 7.40
E_LUMO (alpha / beta) in Ha: -0.4913 / -0.5281

```
7
C2H2BiO2 ωB97M-V/def2-TZVPD
Bi 1.04 -0.20 -0.06
O -0.88 0.66 -0.02
O 2.94 0.11 0.03
C -1.43 3.11 0.12
C -1.24 1.93 -0.01
H -1.65 0.06 0.04
H -1.67 4.16 0.16
```

Record 2
A cluster of 2 separate species, C5H12OSSi2 in total in a non-equilibrium geometry. Source: OMol25; level of theory: ωB97M-V/def2-TZVPD.

Calculated values
2S+1: 1
E_tot in hartree: -1250.01064
Highest occupied orbital energy (alpha / beta) in eV: -7.156 / -7.590
HOMO-LUMO gap (alpha / beta) in eV: 5.7061 / 6.2656
ΔE to the lowest compared entry with this formula, charge and spin in kcal per mole: 74.19
E_LUMO (alpha / beta) in Ha: -0.0533 / -0.0487

```
21
C5H12OSSi2 ωB97M-V/def2-TZVPD
S 2.57 -1.25 0.85
Si 1.23 -1.21 -0.85
Si 1.70 1.32 -0.67
O 3.43 1.08 1.61
C -0.68 -1.04 2.81
C 0.12 -2.63 -0.79
C 2.77 0.54 0.74
C 2.44 1.65 -2.31
C 0.62 2.57 -0.04
H -0.55 -0.59 3.85
H 1.91 1.39 -3.16
H 3.42 1.17 -2.31
H -1.41 -1.79 2.83
H 0.23 -1.30 2.45
H -0.25 -2.68 0.20
H -0.86 -0.23 2.15
H 0.37 2.33 1.06
H 0.68 -3.63 -0.93
H -0.12 3.14 -0.52
H 2.61 2.73 -2.48
H -0.61 -2.60 -1.69
```

Among the records above, which one has the highest E_tot?
C2H2BiO2

Look up the E_tot of the first one.
-441.44388 hartree

2S+1 of number 2 (C5H12OSSi2)?
1